i.
{
  "formula": "C4H8FP",
  "method": "ωB97M-V with the def2-TZVPD basis set",
  "elements": ["C", "C", "C", "C", "F", "P", "H", "H", "H", "H", "H", "H", "H", "H"],
  "xyz": [[-0.2216, -0.0646, 0.7199], [0.8248, 1.5228, -0.8736], [-1.1187, -2.6211, 0.0653], [0.5376, 1.3704, 0.5663], [-0.5727, -0.4530, 1.9987], [-0.3833, -1.0904, -0.5862], [1.3559, 0.6505, -1.3761], [1.3369, 2.4614, -1.0614], [-0.1565, 1.5553, -1.3109], [-1.3169, -2.5034, 1.1607], [-2.0067, -2.8851, -0.5378], [-0.5606, -3.4726, -0.2754], [-0.0115, 2.2502, 1.0428], [1.4226, 1.1671, 1.1329]],
  "charge": 0,
  "multiplicity": 1,
  "smiles": "CC/C(F)=P/C",
  "gap_ev": 9.82,
  "homo_ev": -8.9
}

ii.
{
  "formula": "C4H8FP",
  "method": "ωB97M-V with the def2-TZVPD basis set",
  "elements": ["C", "C", "C", "C", "F", "P", "H", "H", "H", "H", "H", "H", "H", "H"],
  "xyz": [[1.5648, -0.3763, 1.0367], [0.8531, -1.1249, 0.0929], [-1.2584, 0.6327, 0.2031], [-0.9127, -0.4564, -0.7363], [-1.9414, -1.3496, -0.5802], [2.1610, -0.1629, -0.6352], [1.1323, 0.4855, 1.5370], [2.2387, -0.9048, 1.7671], [0.9087, -2.2356, 0.1575], [-1.4963, 0.2433, 1.1808], [-2.0128, 1.4393, -0.0478], [-0.2156, 1.0143, 0.3248], [-0.5779, -0.2567, -1.6894], [1.1911, 0.8412, -0.8420]],
  "charge": 0,
  "multiplicity": 1,
  "gap_ev": 10.29,
  "homo_ev": -9.2
}

i is preferred energetically. Next in line: 44.2 kcal/mol higher.

i.
{
  "formula": "C7H11N4O",
  "method": "ωB97M-V with the def2-TZVPD basis set",
  "elements": ["C", "C", "C", "C", "C", "C", "C", "N", "N", "N", "N", "O", "H", "H", "H", "H", "H", "H", "H", "H", "H", "H", "H"],
  "xyz": [[1.9661, -2.2878, 0.9533], [-0.1881, -2.3275, 2.0639], [2.2566, -0.9275, 0.6914], [-1.1133, 0.2073, 0.4257], [3.6042, -0.4455, 0.3134], [-2.4334, 1.6452, -2.2761], [-2.5483, 1.7708, -0.7633], [0.8515, -2.5523, 1.5820], [1.2049, -0.1739, 0.5557], [0.1336, -0.0134, 1.1141], [-1.2991, 1.4038, -0.1077], [-1.8717, -0.7276, 0.5144], [2.5412, -3.1044, 0.5486], [-1.0633, -2.3290, 2.6585], [4.2807, -1.2829, 0.1647], [3.5647, 0.1621, -0.5888], [3.9983, 0.1819, 1.1153], [-2.2015, 0.6206, -2.5553], [-3.3787, 1.9253, -2.7295], [-1.6592, 2.3027, -2.6679], [-2.7931, 2.7963, -0.4807], [-3.3182, 1.0942, -0.3852], [-0.5338, 2.0614, -0.1465]],
  "charge": 1,
  "multiplicity": 1,
  "smiles": "C#[N+]/C=C(C)\\N=N\\C(=O)NCC",
  "gap_ev": [7.97, 7.97],
  "homo_ev": [-13.0, -13.0]
}

ii.
{
  "formula": "C7H11N4O",
  "method": "ωB97M-V with the def2-TZVPD basis set",
  "elements": ["C", "C", "C", "C", "C", "C", "C", "N", "N", "N", "N", "O", "H", "H", "H", "H", "H", "H", "H", "H", "H", "H", "H"],
  "xyz": [[-1.1706, -0.0876, -0.2345], [2.8234, -1.1868, 0.4546], [3.3673, 0.1390, -0.0146], [-3.5143, 0.4091, 0.4846], [1.9301, 0.0654, 0.4204], [-0.2766, 1.1290, -0.5523], [0.8647, 0.0694, -0.7047], [-0.2309, -0.9773, -0.4476], [-0.7104, -2.1558, -0.2963], [-1.8802, -2.1262, 0.0785], [-2.3175, -0.5940, 0.1499], [-3.0558, 1.6451, 0.3363], [2.6389, -1.8216, -0.2961], [3.1856, -1.5132, 1.4126], [4.0039, 0.7302, 0.6969], [3.4830, 0.1454, -1.0246], [-4.5021, 0.1130, 0.0941], [-3.5976, 0.2798, 1.5856], [1.5331, 0.4592, 1.4058], [-0.6684, 1.3596, -1.5630], [0.0176, 1.8605, 0.2316], [1.3137, 0.0841, -1.6939], [-3.2369, 1.9737, -0.5231]],
  "charge": 1,
  "multiplicity": 1,
  "smiles": "OC[n+]1nnn2c1C[C@H]2C1CC1",
  "gap_ev": 10.88,
  "homo_ev": -14.2
}

i is preferred energetically. Next in line: 41.0 kcal/mol higher.

i.
{
  "formula": "C5H8OS2",
  "method": "ωB97M-V with the def2-TZVPD basis set",
  "elements": ["C", "C", "C", "C", "C", "H", "H", "H", "H", "H", "H", "H", "H", "O", "S", "S"],
  "xyz": [[-1.7746, -0.3763, 0.2616], [-0.6413, 0.4736, 0.8020], [0.1926, 1.1308, -0.1433], [1.3577, 0.8402, -0.5680], [2.2400, -0.2812, -0.1872], [-1.5974, -0.8030, -1.6196], [-2.1794, -1.0347, 1.0634], [-2.5936, 0.2918, -0.1807], [-0.9076, 1.1266, 1.6160], [-0.0644, -0.2865, 1.3361], [-0.3485, 2.1220, -0.4011], [1.7180, 1.7113, -1.0945], [0.3775, -1.7240, -0.4220], [-1.2359, -1.3031, -0.6934], [1.6424, -1.8175, 0.1616], [3.8145, -0.0698, 0.0689]],
  "charge": 0,
  "multiplicity": 1,
  "gap_ev": 8.09,
  "homo_ev": -8.3
}

ii.
{
  "formula": "C5H8OS2",
  "method": "ωB97M-V with the def2-TZVPD basis set",
  "elements": ["C", "C", "C", "C", "C", "O", "S", "S", "H", "H", "H", "H", "H", "H", "H", "H"],
  "xyz": [[1.2302, -0.1625, 1.8103], [1.5830, 0.2566, 3.0105], [0.7662, -0.9201, -0.6281], [-0.3383, 0.1167, -0.3259], [-1.3840, 0.1237, -1.4118], [-1.2323, 1.0217, 1.9570], [2.1953, -0.4356, 0.3104], [-0.7658, -0.2628, 1.4310], [0.7030, 0.1371, 3.7282], [2.5767, 0.5921, 3.3176], [0.5234, -1.9208, -0.2008], [1.1409, -0.9974, -1.6099], [0.2125, 1.0645, -0.2391], [-0.9761, 0.2445, -2.4409], [-1.9722, 1.0453, -1.4824], [-2.0302, -0.7333, -1.4545]],
  "charge": 0,
  "multiplicity": 1,
  "gap_ev": 9.05,
  "homo_ev": -8.6
}

ii is preferred energetically. Next in line: 4.4 kcal/mol higher.

i.
{
  "formula": "C6H9N3OS",
  "method": "ωB97M-V with the def2-TZVPD basis set",
  "elements": ["C", "C", "C", "C", "C", "C", "N", "N", "N", "O", "S", "H", "H", "H", "H", "H", "H", "H", "H", "H"],
  "xyz": [[1.1329, -0.8281, 1.4201], [2.5230, -0.7747, 1.5663], [1.9437, 0.5531, -0.5527], [-0.8034, 1.2847, 1.0692], [-2.1822, -1.1244, -1.0103], [-1.4155, 0.1211, -1.0097], [1.5200, 1.2790, -1.4274], [0.6484, -0.3109, 0.2634], [-0.5706, 0.3073, 0.1999], [-1.8013, 1.9258, 1.2089], [3.4077, -0.0983, 0.2203], [0.5580, -1.1187, 2.3116], [3.0347, -1.3089, 2.4601], [0.0717, 1.3003, 1.7824], [-1.6055, -2.0391, -1.3189], [-2.9167, -1.1786, -0.1620], [-2.7860, -1.2356, -2.0133], [-0.8285, 0.3602, -1.8933], [-2.0492, 1.1330, -1.0111], [2.1189, 1.7530, -2.1037]],
  "charge": 0,
  "multiplicity": 1,
  "smiles": "[H]/N=c1\\sccn1N(C=O)CC",
  "gap_ev": 8.55,
  "homo_ev": -7.9
}

ii.
{
  "formula": "C6H9N3OS",
  "method": "ωB97M-V with the def2-TZVPD basis set",
  "elements": ["C", "C", "C", "C", "C", "C", "N", "N", "N", "O", "S", "H", "H", "H", "H", "H", "H", "H", "H", "H"],
  "xyz": [[-1.0875, 0.3359, 2.8805], [-1.1359, -1.0244, 2.9219], [-0.3629, -0.1042, 0.7438], [1.1485, -0.2971, -2.4666], [1.7112, -1.5053, -3.2044], [-0.3603, 2.3424, 1.3633], [0.1988, 0.3436, -0.3310], [-0.6249, 0.8623, 1.6834], [0.7229, -0.7084, -1.2093], [0.9323, 0.8573, -2.8687], [-0.7271, -1.7320, 1.3610], [-1.4041, 1.0208, 3.6607], [-1.3991, -1.6664, 3.7651], [1.1040, -2.4139, -2.9247], [2.6033, -1.6903, -2.6311], [1.9717, -1.2532, -4.1672], [-0.8653, 2.5654, 0.4668], [-0.5811, 2.9142, 2.1797], [0.7967, 2.2518, 0.9649], [1.1610, -1.5036, -0.7467]],
  "charge": 0,
  "multiplicity": 1,
  "smiles": "CC(=O)N/N=c1\\sccn1C",
  "gap_ev": 8.15,
  "homo_ev": -7.6
}

ii is preferred energetically. Next in line: 30.8 kcal/mol higher.

i.
{
  "formula": "C2H3BrO2",
  "method": "ωB97M-V with the def2-TZVPD basis set",
  "elements": ["C", "C", "O", "O", "Br", "H", "H", "H"],
  "xyz": [[0.3852, 0.4801, 0.4120], [-0.4901, -0.4440, -0.3619], [1.7372, 0.3088, 0.3415], [1.1164, 1.3940, -0.3019], [-2.3254, -0.3315, 0.1083], [-0.0096, 0.8370, 1.3666], [-0.0603, -1.8898, -0.1293], [-0.3535, -0.3546, -1.4353]],
  "charge": 0,
  "multiplicity": 1,
  "gap_ev": 10.81,
  "homo_ev": -10.3
}

ii.
{
  "formula": "C2H3BrO2",
  "method": "ωB97M-V with the def2-TZVPD basis set",
  "elements": ["C", "C", "O", "O", "Br", "H", "H", "H"],
  "xyz": [[0.6709, -0.6648, 0.3481], [0.1276, 0.5530, -0.1900], [0.4580, -0.4740, -1.0557], [-1.7728, 0.6040, 0.2267], [0.6678, 2.3137, -0.4098], [1.8027, -0.6997, 0.4595], [0.1643, -1.4562, 0.9583], [-2.1186, -0.1760, -0.3372]],
  "charge": 0,
  "multiplicity": 1,
  "gap_ev": 10.68,
  "homo_ev": -10.4
}

ii is preferred energetically. Next in line: 30.2 kcal/mol higher.

i.
{
  "formula": "C3H9N2O3",
  "method": "ωB97M-V with the def2-TZVPD basis set",
  "elements": ["O", "C", "N", "C", "O", "C", "N", "H", "H", "H", "H", "H", "H", "H", "H", "H", "O"],
  "xyz": [[-1.1952, 0.4161, -1.7289], [-0.8606, 0.2061, -0.4581], [-1.1405, 1.3986, 0.3441], [0.7766, 0.0527, -0.3642], [1.3531, 0.3965, 0.8522], [-1.6423, -1.1632, -0.1445], [-1.9599, -1.6080, 1.1703], [-1.5123, 1.1382, 1.2196], [1.1899, -0.8178, -0.9073], [1.0295, 0.9182, -0.9761], [-2.5172, -1.0959, -0.7756], [-0.8783, -1.7581, -0.6935], [-1.4998, 2.1517, -0.1918], [-1.1197, -1.7105, 1.6499], [4.2036, 0.5294, 0.3812], [2.3273, 0.2946, 0.7784], [3.4458, 0.6514, -0.1556]],
  "charge": -1,
  "multiplicity": 1,
  "gap_ev": 4.42,
  "homo_ev": -3.7
}

ii.
{
  "formula": "C3H9N2O3",
  "method": "ωB97M-V with the def2-TZVPD basis set",
  "elements": ["O", "C", "N", "C", "O", "C", "N", "H", "H", "H", "H", "H", "H", "H", "H", "H", "O"],
  "xyz": [[-0.3893, -1.0624, 1.5398], [-0.4522, -0.4382, 0.4548], [0.1299, 0.7043, 0.1201], [0.9641, 1.2500, 1.1282], [2.3199, 0.7700, 1.0542], [-1.3007, -0.9996, -0.6927], [-1.6806, -2.4003, -0.5642], [-0.3965, 1.5129, -2.1697], [0.6110, 1.0617, 2.1188], [1.0557, 2.3169, 0.9142], [-0.7161, -0.9059, -1.6080], [-2.2144, -0.3982, -0.7738], [-0.8050, -2.9093, -0.5137], [-2.1443, -2.5252, 0.3323], [0.9879, 1.6144, -1.8097], [2.3356, -0.1826, 0.9341], [0.4238, 1.8226, -2.5800]],
  "charge": -1,
  "multiplicity": 1,
  "gap_ev": 8.25,
  "homo_ev": -4.2
}

ii is preferred energetically. Next in line: 160.1 kcal/mol higher.